{
  "formula": "C19H52N2O7",
  "method": "ωB97M-V with the def2-TZVPD basis set",
  "species": ["O", "O", "O", "O", "O", "O", "O", "N", "N", "C", "C", "C", "C", "C", "C", "C", "C", "C", "C", "C", "C", "C", "C", "C", "C", "C", "C", "C", "H", "H", "H", "H", "H", "H", "H", "H", "H", "H", "H", "H", "H", "H", "H", "H", "H", "H", "H", "H", "H", "H", "H", "H", "H", "H", "H", "H", "H", "H", "H", "H", "H", "H", "H", "H", "H", "H", "H", "H", "H", "H", "H", "H", "H", "H", "H", "H", "H", "H", "H", "H"],
  "positions_angstrom": [[1.42637, -2.58072, 4.06446], [1.41495, 7.56280, -3.00304], [0.18378, -0.52287, 0.13909], [-2.46869, -1.43150, 0.89268], [-2.86230, 1.47460, -4.20382], [-1.17688, -1.70221, 3.47301], [2.20574, -0.90836, -1.92814], [-4.06171, -2.98003, 0.29617], [-2.25530, -2.69120, -1.02683], [1.03677, -4.30772, 2.39968], [0.71004, 6.33738, -3.25470], [-2.28360, -1.33704, 4.30179], [-1.92603, -1.97096, 5.64734], [-2.91774, -2.25942, 0.08998], [-2.50686, 1.73322, -2.85180], [4.26005, -1.90601, -2.65059], [1.95771, -3.14662, 2.87462], [-2.30856, 0.19156, 4.33985], [3.20982, -1.81031, -1.55684], [0.47952, 6.10840, -4.74219], [-3.13291, 3.03646, -2.33336], [0.10081, 1.90638, 0.01443], [1.64751, 5.20670, -2.74908], [2.51817, -3.16958, -1.24775], [3.35904, -3.60151, 3.23061], [2.03794, 0.67473, 1.05246], [0.51024, 0.68406, 0.82560], [-2.97570, 0.59173, -1.95048], [-0.94564, 1.86716, -0.28487], [-3.24259, -1.73572, 3.96006], [1.49775, -5.08377, 1.78777], [1.54460, -0.82767, -1.22646], [3.97554, -2.70155, 3.32899], [-2.74218, -3.18980, -1.74069], [0.31725, -3.88536, 1.68346], [1.74764, 7.87694, -3.85027], [0.49255, -2.37633, 3.86792], [2.54190, 0.92774, 0.12206], [0.41422, -4.67539, 3.21371], [-0.91214, -1.75165, 5.97868], [-1.41762, 1.83966, -2.82181], [-4.00823, 0.31783, -2.18438], [-3.22072, 3.77409, -3.13898], [2.28971, -0.34940, 1.34166], [3.73986, -1.52143, -0.63789], [0.79717, 1.99680, -0.82044], [-4.18625, 2.83447, -2.12666], [-0.75018, -0.71551, 0.32247], [1.84236, -3.08841, -0.40168], [2.03137, -3.38156, -2.21071], [-0.11272, 6.89340, -5.21885], [1.96231, -2.38374, 2.08881], [4.83454, -0.98428, -2.72070], [-2.34596, 0.59829, 3.32885], [-1.41683, -2.13985, -1.16080], [2.49011, 5.04169, -3.41679], [2.05233, 5.40793, -1.75762], [-2.59024, -1.58648, 6.42590], [-1.39454, -1.56730, 2.53981], [3.44626, -4.06438, 4.21416], [-2.58032, 3.51315, -1.52994], [-3.08329, 0.61039, 4.98439], [-2.83509, 0.66372, -0.87426], [0.10345, 0.81678, 1.83434], [3.12542, -4.08048, -1.24208], [1.42795, 5.99019, -5.26884], [3.89057, -2.23151, -3.62343], [2.27117, 1.24970, 1.94665], [-1.36243, 0.53072, 4.77056], [3.84207, -4.25725, 2.50586], [-4.53453, -2.86143, 1.17544], [-2.04477, -3.04892, 5.54227], [-0.08734, 5.19264, -4.92401], [-2.35723, 0.68661, -4.43440], [4.95305, -2.69590, -2.34417], [1.00669, 4.32520, -2.63787], [0.16884, 2.80428, 0.63432], [-4.15676, -3.83018, -0.21887], [-2.45544, -0.32709, -2.25699], [-0.20582, 6.40097, -2.66681]],
  "mulliken_charge": [-0.591, -0.560, 0.405, -0.762, -0.605, -0.289, -0.595, -0.488, -0.337, -1.264, 0.500, 0.818, -1.486, 0.564, 0.644, -1.628, 2.180, -1.351, 1.036, -1.411, -1.372, -1.085, -0.930, -1.237, -1.696, -1.204, 0.810, -1.097, 0.080, 0.183, 0.353, 0.083, 0.397, 0.205, 0.097, 0.324, 0.401, 0.359, 0.399, 0.313, 0.182, 0.423, 0.408, -0.023, 0.144, 0.196, 0.348, -0.362, 0.045, 0.393, 0.378, -0.972, 0.387, 0.256, 0.097, 0.280, 0.349, 0.437, 0.129, 0.389, 0.312, 0.401, 0.235, 0.293, 0.396, 0.414, 0.362, 0.467, 0.297, 0.363, 0.260, 0.349, 0.340, 0.337, 0.392, 0.108, 0.413, 0.174, 0.225, 0.213],
  "fmax_ev_per_a": 2.015,
  "smiles": "NC(N)=O.CC(C)O.CC(C)O.CC(C)O.CC(C)O.CC(C)O.CC(C)O",
  "spin_multiplicity": 1,
  "e_above_lowest_kj_mol": 77.0,
  "homo_ev": -9.46
}